(1)
119
Properties=species:S:1:pos:R:3:mulliken_charge:R:1 method="wB97M-V/def2-TZVPD" charge=-1 homo_lumo_gap_ev=6.76 lumo_ev=2.07 homo_energy_ev=-4.69
C -6.108 -3.475 -0.942 -0.735
C -5.934 -2.558 -2.276 -0.644
C -4.603 -3.133 -3.035 -0.695
C -3.431 -3.132 -1.901 -0.335
C -2.025 -2.902 -2.653 -0.989
C -1.262 -1.526 -2.196 0.767
C 0.181 -1.969 -1.657 -0.916
C 0.893 -0.849 -0.694 -0.795
B 2.071 -0.148 -1.585 1.500
C 2.650 1.152 -0.711 1.462
C 3.699 2.056 -1.497 0.058
C 4.347 3.242 -0.700 -0.374
C 5.350 4.239 -1.317 -0.764
C 5.741 4.082 -2.819 0.706
C 6.746 5.125 -3.493 -1.047
C 5.124 2.897 -3.613 -0.907
C 4.119 1.915 -2.971 0.171
O 3.214 -0.944 -2.002 -1.003
C 3.569 -2.097 -1.272 -0.863
C 4.556 -1.844 0.006 0.488
C 5.626 -0.664 -0.261 -1.269
C 3.793 -1.759 1.407 -0.622
C 4.748 -1.507 2.678 0.581
C 5.042 0.075 2.947 -1.060
C 3.879 -1.990 3.978 -1.277
O 1.408 0.287 -2.871 -0.663
C 0.626 1.469 -2.709 0.699
C -0.300 1.599 -4.053 0.077
C 0.441 2.634 -5.068 -1.322
C -1.704 2.221 -3.565 -0.987
C -1.572 3.606 -2.758 0.697
C -2.676 4.667 -3.326 -1.408
C -1.845 3.489 -1.179 -1.151
H -5.661 -4.526 -1.074 0.131
H -5.609 -2.912 -0.077 0.289
H -7.221 -3.598 -0.696 0.300
H -6.849 -2.602 -2.955 0.340
H -5.666 -1.480 -1.994 0.263
H -4.801 -4.184 -3.440 0.245
H -4.371 -2.440 -3.908 0.439
H -3.402 -4.194 -1.462 0.182
H -3.575 -2.319 -1.119 0.244
H -1.289 -3.770 -2.551 0.502
H -2.255 -2.822 -3.784 0.371
H -1.880 -0.907 -1.465 0.264
H -1.079 -0.963 -3.185 -0.712
H 0.903 -2.314 -2.489 0.195
H 0.005 -2.918 -1.013 0.489
H 1.237 -1.433 0.226 0.043
H 0.058 -0.146 -0.347 0.178
H 3.234 0.703 0.184 -1.365
H 1.800 1.759 -0.206 0.289
H 4.057 3.372 0.392 0.126
H 5.780 5.069 -0.653 0.209
H 7.800 4.720 -3.661 0.224
H 6.313 5.351 -4.541 0.285
H 6.781 6.141 -2.959 0.291
H 5.453 2.782 -4.707 0.202
H 3.694 1.081 -3.612 0.363
H 2.744 -2.825 -0.968 0.118
H 4.238 -2.724 -1.989 0.286
H 5.195 -2.810 0.065 0.650
H 5.735 -0.566 -1.402 0.360
H 5.378 0.320 0.252 0.095
H 6.656 -0.998 0.151 0.302
H 2.948 -0.999 1.469 -0.016
H 3.309 -2.797 1.579 0.270
H 5.710 -2.112 2.585 0.487
H 5.269 0.304 4.039 0.506
H 5.992 0.302 2.328 0.276
H 4.212 0.707 2.489 -0.110
H 2.757 -2.065 3.709 0.297
H 4.283 -2.943 4.454 0.281
H 3.922 -1.180 4.803 0.304
H -0.106 1.472 -1.836 -0.845
H 1.241 2.452 -2.700 -0.064
H -0.390 0.618 -4.622 0.409
H 0.623 3.659 -4.605 0.275
H -0.163 2.740 -6.050 0.340
H 1.455 2.193 -5.360 0.343
H -2.150 1.451 -2.827 0.122
H -2.469 2.304 -4.420 0.439
H -0.551 4.118 -2.885 0.301
H -3.672 4.341 -2.844 0.319
H -2.432 5.695 -2.858 0.334
H -2.724 4.691 -4.463 0.350
H -2.864 3.887 -0.855 0.367
H -1.688 2.441 -0.746 0.228
H -1.063 4.159 -0.653 0.222
C -10.556 -5.953 3.930 -1.077
C -9.369 -5.308 4.621 -0.173
O -8.154 -6.002 4.312 -0.377
C -7.632 -5.743 3.103 0.758
O -8.087 -4.986 2.279 -0.550
O -6.528 -6.492 2.956 -0.349
C -5.924 -6.384 1.666 -0.564
H -10.603 -7.019 4.163 0.290
H -11.488 -5.478 4.242 0.347
H -10.474 -5.868 2.844 0.302
H -9.500 -5.374 5.704 0.289
H -9.282 -4.248 4.371 0.308
H -5.730 -5.342 1.404 0.198
H -6.561 -6.858 0.917 0.290
H -4.971 -6.914 1.696 0.303
C 1.633 3.035 3.241 -1.126
C 2.245 2.378 4.464 0.111
O 3.084 3.300 5.177 -0.338
C 2.442 4.194 5.940 0.763
O 1.245 4.283 6.082 -0.560
O 3.361 4.998 6.504 -0.347
C 2.802 6.063 7.270 -0.641
H 2.409 3.479 2.613 0.269
H 1.072 2.306 2.652 0.311
H 0.953 3.842 3.525 0.430
H 2.886 1.552 4.148 -0.042
H 1.481 1.960 5.124 0.358
H 2.096 5.689 8.014 0.291
H 2.319 6.784 6.608 0.288
H 3.619 6.564 7.792 0.226



(2)
127
Properties=species:S:1:pos:R:3:mulliken_charge:R:1 method="wB97M-V/def2-TZVPD" charge=+1 homo_lumo_gap_ev=7.48 lumo_ev=-2.71 homo_energy_ev=-10.19
C 2.360 1.278 0.058 -1.251
C 3.318 0.085 -0.050 -0.702
C 2.596 -1.236 0.273 0.144
Cl 3.420 -2.185 1.546 -0.123
C 2.376 -2.151 -0.927 -0.263
C 3.382 -3.253 -1.284 -0.928
N 2.881 -3.595 -2.655 -0.272
C 2.049 -2.611 -3.049 0.278
N 1.120 -2.730 -3.954 -0.023
C 0.160 -1.668 -4.293 -0.827
C -0.645 -1.178 -3.089 0.359
C -2.085 -0.793 -3.433 0.060
C -3.060 -1.911 -3.090 -1.154
N -3.417 -1.913 -1.680 0.373
C -3.361 -0.903 -0.762 -0.073
C -3.835 -1.380 0.447 -0.451
C -4.184 -2.734 0.250 -0.938
C -3.915 -3.040 -1.069 -0.462
N 2.311 -1.523 -2.264 -0.084
H 2.909 2.196 0.226 0.426
H 1.756 1.368 -0.844 0.269
H 1.677 1.159 0.895 0.381
H 3.778 0.035 -1.030 0.281
H 4.086 0.218 0.703 0.534
H 1.619 -1.014 0.679 0.542
H 1.428 -2.680 -0.758 0.123
H 4.330 -2.755 -1.481 0.307
H 3.471 -4.075 -0.595 0.529
H 2.593 -4.548 -2.831 0.299
H 1.043 -3.617 -4.424 0.270
H -0.530 -2.093 -5.016 0.607
H 0.668 -0.865 -4.814 -0.086
H -0.178 -0.264 -2.714 0.090
H -0.619 -1.886 -2.263 0.359
H -2.177 -0.483 -4.471 0.758
H -2.307 0.077 -2.832 -0.760
H -3.966 -1.797 -3.681 0.336
H -2.617 -2.877 -3.320 0.444
H -3.018 0.086 -0.995 0.025
H -3.918 -0.820 1.357 0.596
H -4.592 -3.401 0.986 0.456
H -4.048 -3.970 -1.586 0.430
H 1.728 -0.704 -2.387 0.192
O 4.644 -5.476 7.106 -0.568
C 4.830 -4.362 6.708 0.725
O 5.106 -4.177 5.399 -0.363
C 5.177 -2.884 4.798 -0.059
C 6.534 -2.237 4.986 -1.058
C 4.804 -3.173 7.642 -1.007
H 4.361 -2.250 5.153 0.324
H 5.001 -3.057 3.738 0.094
H 6.758 -2.067 6.038 0.292
H 6.574 -1.278 4.469 0.349
H 7.315 -2.883 4.587 0.330
H 5.760 -3.120 8.161 0.313
H 4.018 -3.337 8.375 0.303
H 4.609 -2.220 7.158 0.356
O 2.108 2.600 -4.186 -0.506
C 2.931 2.169 -4.946 0.516
O 3.685 3.018 -5.651 -0.396
C 4.777 2.604 -6.484 -0.364
C 4.313 2.167 -7.857 -0.934
C 3.072 0.677 -5.152 0.021
H 5.373 1.841 -5.980 0.369
H 5.407 3.486 -6.570 0.325
H 3.657 1.297 -7.808 0.255
H 5.168 1.914 -8.483 0.355
H 3.754 2.969 -8.337 0.302
H 2.293 0.347 -5.839 0.237
H 2.927 0.191 -4.191 -0.478
H 4.039 0.359 -5.535 0.361
O -1.332 -3.981 8.986 -0.556
C -0.549 -4.572 8.300 0.711
O 0.225 -3.863 7.449 -0.412
C 1.274 -4.446 6.676 -0.144
C 0.761 -5.065 5.392 -1.128
C -0.448 -6.080 8.321 -0.846
H 1.853 -5.152 7.273 0.432
H 1.941 -3.617 6.437 0.109
H 0.071 -5.886 5.587 0.302
H 1.592 -5.449 4.799 0.345
H 0.223 -4.320 4.805 0.332
H -1.252 -6.489 7.711 0.255
H -0.585 -6.412 9.347 0.302
H 0.502 -6.474 7.969 0.281
O -1.903 2.064 -1.882 -0.361
C -2.531 2.859 -1.220 1.074
O -3.857 2.753 -1.182 -0.502
C -4.695 3.561 -0.329 -0.062
C -5.005 4.902 -0.957 -1.089
C -1.849 3.994 -0.505 -1.424
H -4.253 3.653 0.664 -0.027
H -5.609 2.982 -0.217 0.402
H -4.104 5.498 -1.107 0.259
H -5.683 5.466 -0.319 0.439
H -5.475 4.765 -1.932 0.287
H -1.639 4.791 -1.217 0.266
H -0.908 3.628 -0.101 0.230
H -2.425 4.395 0.327 0.382
O -2.847 5.127 2.931 -0.559
C -2.439 4.155 3.503 0.886
O -3.130 3.004 3.402 -0.339
C -2.660 1.756 3.924 -0.061
C -2.972 1.598 5.397 -1.111
C -1.206 4.218 4.376 -1.163
H -1.598 1.627 3.707 0.308
H -3.192 0.998 3.351 0.105
H -2.474 2.356 6.000 0.302
H -2.654 0.617 5.749 0.373
H -4.044 1.698 5.565 0.315
H -1.485 4.643 5.339 0.294
H -0.488 4.879 3.897 0.315
H -0.719 3.260 4.538 0.364
O -6.083 6.070 -5.528 -0.554
C -5.172 5.318 -5.725 0.754
O -5.273 4.050 -5.271 -0.421
C -4.305 3.038 -5.549 -0.692
C -3.138 3.100 -4.586 -0.204
C -3.901 5.769 -6.409 -0.911
H -3.991 3.079 -6.594 0.398
H -4.840 2.098 -5.420 0.335
H -2.594 4.042 -4.673 0.290
H -2.439 2.285 -4.773 0.201
H -3.497 3.023 -3.567 -0.131
H -3.282 6.289 -5.680 0.232
H -4.172 6.466 -7.197 0.321
H -3.322 4.966 -6.859 0.333